{"formula": "C17H14BCl3N2O2", "method": "wB97M-V/def2-TZVPD", "charge": 0, "multiplicity": 1, "e_tot_ha": -2321.6704, "gap_ev": 5.006, "symbols": ["Cl", "B", "Cl", "Cl", "O", "C", "C", "C", "C", "C", "C", "C", "H", "H", "H", "H", "H", "H", "O", "C", "C", "C", "C", "C", "C", "C", "C", "C", "C", "N", "N", "H", "H", "H", "H", "H", "H", "H", "H"], "coordinates": [[0.89986, -1.98718, 2.71344], [1.19179, -0.13142, 2.31814], [0.58211, 0.83498, 3.75807], [3.03542, 0.00161, 2.09776], [0.60624, 0.18248, 1.05937], [-0.64760, 0.64027, 0.62258], [-1.87324, 0.20199, 1.43474], [-2.85507, 1.12749, 1.89571], [-3.82683, 0.76372, 2.84544], [-3.85006, -0.56327, 3.37407], [-2.84010, -1.42817, 2.96468], [-1.91223, -1.05186, 1.98987], [-0.62117, 1.70538, 0.93531], [-2.89059, 2.15526, 1.50708], [-4.58683, 1.47837, 3.24316], [-4.57165, -0.85814, 4.16235], [-2.75355, -2.41962, 3.43491], [-1.16765, -1.75410, 1.66266], [-0.03043, -1.62965, -1.45827], [-0.82101, -0.70357, -1.65893], [-1.50719, -0.64170, -3.01642], [-1.85698, 0.58404, -3.61162], [-2.47887, 0.63358, -4.86513], [-2.74635, -0.56246, -5.53033], [-2.41668, -1.80689, -4.94735], [-1.76016, -1.82398, -3.71989], [-1.59948, 1.89780, -2.90256], [-1.45516, 1.83728, -1.39181], [-0.86919, 0.57724, -0.84708], [1.21417, 0.97526, -1.44798], [2.24514, 1.19019, -1.08924], [-2.71708, 1.63491, -5.26544], [-3.24838, -0.48857, -6.49034], [-2.63451, -2.72824, -5.49824], [-1.44651, -2.76733, -3.28856], [-0.71227, 2.40093, -3.33159], [-2.43082, 2.59737, -3.06613], [-0.88878, 2.72568, -1.01580], [-2.45084, 1.72241, -0.94789]], "forces_ev_per_angstrom": [[0.24, -0.13, 0.18], [0.22, -1.09, 0.48], [-0.20, 0.43, -0.04], [-0.04, 0.38, -0.06], [-1.05, -0.33, -1.97], [1.80, 1.57, 2.43], [-1.73, 0.31, 0.74], [-0.34, 0.09, -0.09], [-0.20, -0.63, 0.15], [0.68, 0.92, -0.11], [-0.45, -0.29, 0.31], [-0.09, -0.82, -0.38], [-0.19, -0.03, -0.73], [0.21, -0.38, 0.24], [0.87, -0.46, -0.67], [0.53, 0.28, -0.71], [-0.03, 0.49, -0.43], [0.03, -0.24, 0.13], [-1.92, 1.94, 0.81], [1.82, -1.69, -2.47], [-0.45, 0.52, 0.30], [-0.29, 0.40, 0.64], [0.39, -0.33, 0.30], [-0.12, 0.22, 0.32], [0.26, 0.74, -0.28], [-0.26, -0.35, -0.20], [-0.05, 0.54, -0.23], [0.97, -0.98, -0.45], [-0.08, 0.26, 1.14], [3.55, 0.92, 1.20], [-3.07, -0.67, -1.26], [0.02, -0.82, 0.01], [0.08, -0.31, 0.07], [0.13, 0.36, 0.38], [-0.07, 0.06, 0.07], [-0.22, -0.33, 0.17], [0.17, -0.22, -0.35], [-0.84, -0.82, 0.07], [-0.29, 0.49, 0.32]], "nbo_charge": [-0.326, 0.459, -0.267, -0.264, -0.737, -0.059, 0.026, -0.239, -0.201, -0.187, -0.196, -0.202, 0.223, 0.206, 0.222, 0.225, 0.230, 0.262, -0.405, 0.417, -0.189, 0.104, -0.245, -0.158, -0.214, -0.137, -0.442, -0.548, 0.519, -0.035, 0.188, 0.224, 0.225, 0.232, 0.242, 0.236, 0.235, 0.276, 0.300]}